The following is a DFT calculation (wB97M-V/def2-TZVPD) of a cluster of 6 separate species, C36H90N6 in total at a distorted geometry.

Geometry as ORCA input:
```
! wB97M-V def2-TZVPD RIJCOSX def2/J DEFGRID3
* xyz 1 2
N -0.8670 3.5658 -5.4561
N -0.6227 3.7029 6.2522
N -2.9639 -4.8915 -1.1231
N 0.2128 1.3321 0.3055
N 3.2757 -3.6540 5.1904
N 0.6091 -0.6167 -5.4988
C -1.8385 -0.9784 -5.1173
C 1.1437 -2.3827 4.4574
C 3.1208 -5.3559 7.0004
C 0.8817 0.4420 -4.5109
C -1.7024 3.1806 -4.2839
C 3.7460 -4.9936 5.6271
C -2.3709 -4.3070 -2.3094
C -1.5876 2.7496 5.6351
C -0.3320 4.8461 5.3544
C -2.3715 4.3352 -3.5584
C -0.9886 2.0492 0.1111
C -2.0431 1.3515 -0.7164
C 2.0400 0.1334 -3.6059
C 1.2871 -0.6384 1.1852
C -1.9258 -5.4733 -0.2466
C -2.5431 -5.8882 1.1124
C -1.0617 2.0248 4.3373
C 1.8698 -3.7832 4.6313
C 1.5006 -1.5232 -7.6882
C 4.1948 -2.8749 4.3906
C -0.7479 -0.4822 -6.0320
C 0.0999 4.6612 -5.1625
C 1.1178 4.3531 -4.0951
C -3.4211 -2.6347 -0.0160
C 0.0514 6.0946 6.1002
C 5.3990 -2.3518 5.2247
C 1.3020 2.1888 0.7948
C -2.1969 2.8191 -7.4571
C -3.9241 -3.9226 -0.6074
C 0.6647 3.1187 6.7310
C -1.3714 -5.2662 -3.0504
C -1.6748 3.9908 -6.6194
C 1.8017 3.2380 -0.1155
C -0.0140 0.1845 1.1987
C 0.4421 1.8936 7.6728
C 1.6242 -0.4014 -6.6413
H -1.7692 1.3045 -1.7704
H 1.5005 -2.5031 -7.2108
H -0.8686 -0.8582 -7.0480
H 1.9395 -0.2373 1.9608
H 1.7786 -0.8343 -3.1777
H -3.3295 -6.6364 1.0132
H -2.9601 2.2513 -6.9248
H -3.4151 -1.8565 -0.7791
H 2.0382 -5.4705 6.9461
H -1.3438 2.1643 -7.6343
H 1.3375 3.3284 -4.3945
H 1.2442 1.7569 8.3981
H 0.9586 -1.6559 1.3974
H 1.3439 2.7528 5.9611
H 1.7948 -0.5973 0.2215
H 0.0810 -2.4483 4.2242
H -0.9247 0.5919 -6.0887
H -1.8545 1.9360 6.3096
H 3.3976 -6.3142 7.4399
H -2.9966 4.9071 -4.2441
H -1.0738 2.6425 -3.5745
H 3.2714 -4.5184 7.6815
H -2.4361 -2.7676 0.4314
H -0.3449 5.6146 -4.8774
H -4.0618 -2.3882 0.8307
H 0.6072 4.8626 -6.1060
H -1.2251 -4.6568 -0.0718
H -1.8583 -3.3569 -2.1589
H -0.4879 1.7479 8.2223
H 2.1810 0.7532 -2.7204
H 3.6449 -5.8225 4.9264
H 1.0382 5.9615 6.5436
H 1.9766 4.9945 -4.2929
H -0.7745 -0.5500 0.9338
H 2.6159 -0.4436 -6.1909
H 1.4960 -1.6409 3.7407
H -1.2811 4.8886 4.8200
H 1.1395 -1.8564 5.4120
H 0.5569 1.0078 7.0481
H -0.2577 0.5220 2.2060
H -1.8974 -6.2138 -3.1667
H -2.5795 3.1607 5.4472
H -0.6976 2.9094 -0.4919
H -2.7554 -0.6112 -5.5782
H -1.7714 -0.7922 -4.0454
H -1.2280 4.6906 -7.3256
H -2.6208 3.0899 -8.4241
H 4.8302 -4.9326 5.7210
H 1.9729 -4.2802 3.6667
H 5.9196 -3.2087 5.6524
H 2.1698 1.5709 1.0255
H -1.4880 -6.3431 -0.7363
H 6.1011 -1.7438 4.6543
H -2.4472 2.4192 -4.5154
H -1.6794 1.2337 3.9123
H 2.2729 -1.5283 -8.4573
H 1.2706 4.1784 0.0319
H -3.2159 -4.1492 -2.9796
H -1.2309 -4.8018 -4.0265
H 2.9884 -0.1950 -4.0312
H -4.4195 -4.5151 0.1618
H 0.8609 1.4062 -5.0189
H 1.4414 0.5715 -7.0975
H -2.9819 1.8758 -0.5380
H -0.1023 1.5590 4.5625
H 0.2545 6.8625 5.3538
H -1.9161 -2.0497 -5.3027
H 4.6951 -3.4354 3.6009
H -2.5279 4.5909 -6.3029
H 0.4690 4.5311 4.6857
H 2.8265 3.4433 0.1940
H -0.9649 2.8027 3.5800
H -3.0907 3.8466 -2.9011
H 0.5722 -1.4889 -8.2584
H -2.9337 -5.1040 1.7608
H -0.3984 -5.2876 -2.5597
H 4.9752 -1.7578 6.0344
H -0.7914 6.2955 6.7617
H 0.0846 0.4620 -3.7678
H 1.1966 -4.5164 5.0755
H 1.6235 2.9352 -1.1473
H -1.7525 -6.4020 1.6593
H 1.0181 2.5235 1.7926
H 1.1981 3.8588 7.3275
H -1.4329 2.3499 1.0599
H -4.7814 -3.6493 -1.2225
H -1.6779 4.9201 -2.9542
H 3.6654 -2.1124 3.8191
H -2.2233 0.3218 -0.4075
H 0.7047 4.2989 -3.0879
*
```

HOMO-LUMO gap (alpha / beta): 0.2567 / 0.0749 Eh
DFT total energy: -47719.4369 eV
highest occupied orbital energy (alpha / beta): -0.3455 / -0.3455 Ha
strongest force on any atom: 4.74 eV Å⁻¹
LUMO (alpha / beta): -2.4 / -7.4 eV
expectation value of S²: 0.75



The following is a DFT calculation (wB97M-V/def2-TZVPD) of an isolated molecule of C11H10BO6P at a distorted geometry.

Geometry as ORCA input:
```
! wB97M-V def2-TZVPD RIJCOSX def2/J DEFGRID3
* xyz 0 1
P 2.4709 2.8868 0.4280
O -1.4639 -3.8188 -0.4360
O -0.8543 -3.4698 -2.7330
O 2.4985 4.2120 1.4335
O 2.1289 0.7996 -1.5855
O 2.2579 3.5455 -1.0795
O -2.6141 -0.9040 -0.4915
C 0.8135 -1.1107 -1.3024
C -1.4252 -0.6546 -0.4254
C -1.6884 1.1198 1.2652
C -0.0147 2.7098 1.7183
C -0.8894 0.5320 0.3288
C 0.3833 1.0242 0.0584
C -0.4160 -1.5628 -1.0707
C -1.2599 2.2053 1.9858
C 1.2002 0.3070 -0.9730
C -0.4761 -4.3485 0.4737
C 0.8000 2.1428 0.7679
B -0.9339 -3.0353 -1.4239
H 1.3200 3.5060 -1.3067
H 0.5254 -4.1188 0.0894
H -1.8878 2.6704 2.7342
H 0.3530 3.5810 2.2487
H -0.6173 -3.8811 1.4493
H 2.7835 4.9493 0.8756
H 1.5635 -1.7615 -1.7409
H -0.5551 -5.4339 0.5188
H -2.6775 0.7136 1.4462
H -1.3250 -2.8052 -3.2534
*
```

HOMO-LUMO gap: 0.2733 Eh
DFT total energy: -33821.5215 eV
highest occupied orbital energy: -0.3191 Ha
SMILES: COB(O)C1=CC(=O)c2c(cccc2P(O)O)C1=O
strongest force on any atom: 1.72 eV Å⁻¹
LUMO: -1.2 eV



The following is a DFT calculation (wB97M-V/def2-TZVPD) of an isolated molecule of C17H15N3O3S at a distorted geometry.

Geometry as ORCA input:
```
! wB97M-V def2-TZVPD RIJCOSX def2/J DEFGRID3
* xyz 0 1
S -3.4542 -1.2703 -1.3475
O 1.1810 -0.7498 -2.6455
O 0.4097 1.1740 -1.7758
O 4.2130 0.9317 -0.4279
N 1.9943 0.5293 -0.1753
N 0.9539 -0.0734 0.4014
N 1.0978 -0.9264 1.2885
C 2.4739 -2.2824 2.6994
C 1.6783 1.4518 -1.2559
C -1.1954 -0.3003 -2.6361
C -1.6479 -1.2951 -1.5599
C 3.3406 0.3064 0.1314
C -3.1557 2.3261 0.5274
C 0.2632 -0.0194 -2.3991
C 2.3503 -1.2992 1.7117
C 4.7681 -1.1147 1.5996
C -4.4586 2.7847 0.4488
C -5.0798 0.7808 -0.7116
C 4.8725 -2.0842 2.5724
C 3.7270 -2.6648 3.1197
C -2.8016 1.0983 -0.0060
C -3.7670 0.3242 -0.6345
C -5.4223 2.0034 -0.1693
C 3.5064 -0.7126 1.1621
H 5.6374 -0.6512 1.1591
H -5.8208 0.1656 -1.1991
H 1.6439 2.4804 -0.8826
H -2.3989 2.9249 1.0127
H -1.7796 0.7664 0.0841
H -6.4429 2.3502 -0.2344
H -1.1817 -1.0902 -0.5964
H -1.3448 -0.7291 -3.6264
H -4.7231 3.7440 0.8675
H -1.4074 -2.3169 -1.8501
H 2.4701 1.3472 -2.0104
H 1.5765 -2.7197 3.1067
H 5.8461 -2.3996 2.9158
H -1.7512 0.6335 -2.5461
H 3.8289 -3.4235 3.8812
*
```

HOMO-LUMO gap: 0.2917 Eh
DFT total energy: -39319.9358 eV
highest occupied orbital energy: -0.2994 Ha
SMILES: O=C(CCSc1ccccc1)OCn1nnc2ccccc2c1=O
strongest force on any atom: 1.34 eV Å⁻¹
LUMO: -0.2 eV



The following is a DFT calculation (wB97M-V/def2-TZVPD) of the ion C3H5N2 with charge +1 at a distorted geometry.

Geometry as ORCA input:
```
! wB97M-V def2-TZVPD RIJCOSX def2/J DEFGRID3
* xyz 1 1
N -1.4810 0.0026 0.0667
N 0.5987 -0.8023 0.0264
C -0.7907 1.0708 -0.0340
C -0.7042 -1.0760 -0.0286
C 0.8618 0.5869 0.0180
H 1.1377 -1.6387 0.0708
H -1.1924 -2.1256 -0.1069
H -1.0463 2.1328 -0.0350
H 1.4412 0.9652 -0.8914
H 1.1752 0.8843 0.9142
*
```

HOMO-LUMO gap: 0.3652 Eh
DFT total energy: -6163.3264 eV
highest occupied orbital energy: -0.5900 Ha
SMILES: C1=NC=[NH+]C1
strongest force on any atom: 6.12 eV Å⁻¹
LUMO: -6.1 eV



The following is a DFT calculation (wB97M-V/def2-TZVPD) of the ion C4H10N4 with charge +2 at a distorted geometry.

Geometry as ORCA input:
```
! wB97M-V def2-TZVPD RIJCOSX def2/J DEFGRID3
* xyz 2 1
N -0.7108 0.0743 0.0287
N 1.2248 1.2484 -0.2015
N 0.3416 -0.7253 0.1576
N 1.5101 -0.0180 -0.0376
C -0.0317 1.3979 -0.1941
C -1.4738 0.1763 1.2667
C 2.7039 -0.5946 -0.0113
C -1.6302 -0.4250 -1.1673
H 3.2293 -0.2948 -1.0265
H -1.2139 -0.5705 -2.2053
H -2.0509 -1.4337 -0.7812
H -2.3866 0.3226 -1.2656
H -2.1419 1.0861 1.4397
H -0.9440 0.0911 2.1487
H -2.0316 -0.6898 1.2308
H -0.6284 2.2084 -0.2640
H 3.5359 -0.1798 0.6899
H 2.6981 -1.6736 0.1922
*
```

HOMO-LUMO gap: 0.3386 Eh
DFT total energy: -10245.8150 eV
highest occupied orbital energy: -0.7857 Ha
SMILES: C[N+]1=N[N+](C)(C)C=N1
strongest force on any atom: 9.84 eV Å⁻¹
LUMO: -12.2 eV



The following is a DFT calculation (wB97M-V/def2-TZVPD) of a structure of composition C30H51Cl2Sb2Ti at a distorted geometry.

Geometry as ORCA input:
```
! wB97M-V def2-TZVPD RIJCOSX def2/J DEFGRID3
* xyz 2 2
Sb -1.7777 1.0430 -0.9191
Sb -3.3548 -3.1289 -0.8498
Ti 0.1680 -0.0477 0.8002
Cl -2.0879 -0.3911 3.6725
Cl 0.4708 -1.7454 -0.7357
C 2.7914 -2.1469 3.3192
C 3.4337 -1.6867 2.0025
C -4.8582 1.4787 -2.7871
C -0.0790 2.5376 3.6348
C 1.3967 1.5431 1.8740
C -1.2788 0.5879 -2.9958
C -1.8864 3.2294 -1.2315
C -5.3966 1.3116 -4.0533
C 2.8725 0.3788 0.3949
C 5.1617 1.2650 -0.0138
C 0.5917 3.9398 1.6027
C -3.9954 0.7048 -0.6281
C 1.0400 2.8652 2.6022
C 3.9834 0.5067 -0.6473
C 4.9090 -1.4962 2.3055
C 1.7433 0.2542 2.4215
C 1.9866 1.5095 0.5471
C -5.2706 -2.0327 -1.3123
C 3.4495 1.3464 -1.8092
C -5.1505 -0.8889 -2.2804
C 3.2988 -2.8618 1.0091
C -2.9219 -3.6881 -2.9345
C -5.4927 -1.0597 -3.6204
C -5.6351 0.0159 -4.5186
C 4.6021 -0.7756 -1.2385
C -4.0360 -5.1397 -0.2596
C -4.6935 0.4294 -1.8826
C -0.9498 -0.6713 2.3270
C 2.2532 3.4698 3.3468
C 2.6914 -0.4410 1.5663
H -2.5511 3.5096 -2.0108
H 3.6311 -2.6238 -0.0448
H -1.4801 -1.4011 1.6161
H 1.3924 4.2558 0.9302
H 2.2209 -3.1471 1.0417
H 0.2627 4.8017 2.2001
H -5.6752 -2.0692 -3.9772
H -0.2298 3.5526 0.9400
H -5.9416 -0.1146 -5.5503
H -5.9334 -2.8004 -1.7473
H 2.6940 2.7228 4.0339
H -4.3378 1.6375 -0.1464
H 1.7940 2.2828 -0.1766
H -1.7974 -0.2346 -3.4767
H -1.0097 2.1150 3.1081
H -0.2376 0.3442 -3.1876
H -2.6539 -2.7747 -3.4756
H 5.7398 0.6508 0.7175
H 5.4348 -0.4790 -1.9369
H 3.1569 2.3571 -1.4587
H -5.6997 -1.7645 -0.3340
H 1.5456 0.0413 3.4528
H -5.4988 2.1746 -4.7306
H 2.9316 -1.4343 4.1663
H -3.1815 -5.7103 0.0157
H 1.9408 4.3581 3.9340
H 2.5539 0.9127 -2.3080
H -4.6716 -5.5564 -1.0235
H 3.0310 3.7827 2.6206
H 4.8940 2.2317 0.5549
H 5.0660 -1.4240 -0.4635
H 3.8936 -3.7519 1.3542
H -1.5027 1.5357 -3.4913
H 5.0830 -0.5677 2.8819
H 5.9221 1.5104 -0.7767
H -2.2136 3.7121 -0.2965
H -4.6299 -4.9839 0.6597
H 5.4187 -1.3649 1.3143
H 3.1605 -3.1405 3.6073
H 0.3024 1.6771 4.2678
H 1.7112 -2.2583 3.1892
H 4.2065 1.4091 -2.6017
H -0.8872 3.5856 -1.5139
H -3.6897 -4.2939 -3.3782
H -4.5771 2.5087 -2.4752
H -4.1484 -0.0608 0.1610
H -2.0189 -4.3082 -2.9844
H -0.1119 -1.2581 2.7864
H -0.4666 3.3451 4.2581
H 3.8300 -1.3314 -1.7596
H 5.3490 -2.3765 2.8051
*
```

HOMO-LUMO gap (alpha / beta): 0.2661 / 0.1623 Eh
DFT total energy: -93155.2475 eV
highest occupied orbital energy (alpha / beta): -0.5080 / -0.5080 Ha
strongest force on any atom: 2.68 eV Å⁻¹
LUMO (alpha / beta): -6.6 / -9.4 eV
expectation value of S²: 0.77



Question: Look up the strongest force on any atom of the fifth one.
Answer: 9.84 eV Å⁻¹



Question: Which value of strongest force on any atom does entry 5 give?
Answer: 9.84 eV Å⁻¹



Question: The highest DFT total energy belongs to which entry?
Answer: C3H5N2



Question: Number 2 is which compound?
Answer: C11H10BO6P